[1]
The following is a quantum chemistry calculation of a molecular structure, C33H33N4O3P2S2Ti, from the OMol25 dataset.

* total charge: -2
* expectation value of S²: 0.774
* lowest unoccupied orbital energy (alpha / beta): 4.3 / 4.3 eV
* total energy: -110224.802 eV
* multiplicity: 2
* ΔE to the lowest compared entry with this formula, charge and spin: 5.03 kcal per mole

Cartesian coordinates (Å):
Ti 0.8496 -1.5187 -1.0300
S 2.5351 1.0814 1.0739
S -1.4321 -2.7576 0.5897
P -1.3111 -0.9208 1.3210
P 0.5553 1.3566 0.9090
O -0.2152 -2.6439 -2.2071
O 1.7887 -2.0801 0.1740
O 2.1776 -2.5824 -2.5019
N 2.3161 -0.0966 -1.8539
N -0.3051 0.0539 -2.7343
N 1.4953 -3.4242 -3.2873
N 0.1640 -3.5251 -3.1319
C -0.9353 3.2684 4.8738
C -0.7906 3.0938 -0.8845
C -3.6091 0.6963 0.9952
C 1.3266 -1.6298 4.3114
C 0.7422 -1.1060 5.4602
C -5.1891 -0.7831 2.7215
C 0.6570 -1.5830 3.0998
C 1.3547 3.8704 -0.1759
C -0.9532 4.2298 -1.6677
C 2.1250 -5.6664 -6.1163
C 3.5078 -5.5473 -6.2698
C -1.7736 3.1722 3.7688
C 0.7230 0.6201 -3.5740
C 2.1401 -4.1271 -4.2487
C 0.0023 2.1280 2.5019
C 1.4359 -4.9833 -5.1357
C -1.1813 -0.4580 4.1698
C 0.0437 5.1937 -1.7033
C -3.0566 -0.3937 1.6481
C 0.3649 2.8907 -0.1395
C -0.6111 -0.9953 3.0214
C -0.5122 -0.5212 5.3866
C 1.9051 1.0259 -2.6924
C -3.8694 -1.1397 2.5045
C -1.3055 2.6038 2.5948
C 4.1956 -4.7085 -5.3886
C 0.3654 2.7945 4.7899
C 3.5436 -4.0087 -4.3948
C -4.9393 1.0533 1.1953
C -5.7298 0.3199 2.0647
C 1.1975 5.0114 -0.9485
C 0.8328 2.2298 3.6091
C -0.5014 0.1836 0.3293
H 1.8436 1.8481 3.5288
H 5.2721 -4.6008 -5.4796
H -2.9660 1.2476 0.3203
H 1.2710 -1.1413 6.4068
H 1.9838 5.7576 -0.9722
H 2.2618 3.6980 0.3917
H -0.7877 0.6795 -2.1084
H 2.3166 -2.0683 4.3543
H 1.1177 -1.9703 2.1948
H -2.1486 0.0272 4.1211
H 1.5666 -6.3146 -6.7851
H 4.0315 -6.0918 -7.0459
H -1.8559 4.3585 -2.2542
H 2.7290 1.3909 -3.3182
H -1.5522 2.3236 -0.8555
H -5.8055 -1.3678 3.3950
H -1.2991 3.7047 5.7976
H -5.3550 1.9060 0.6699
H -0.9655 -0.0886 6.2716
H 0.4040 1.4969 -4.1577
H 1.6056 1.8466 -2.0419
H 2.8481 0.2036 -1.0377
H -0.8922 -0.6674 -3.1212
H 0.3667 -5.0839 -5.0258
H -3.4519 -2.0152 2.9894
H -0.0748 6.0781 -2.3189
H 4.0780 -3.3684 -3.7095
H -1.9654 2.5112 1.7405
H -6.7655 0.5964 2.2273
H -2.7955 3.5304 3.8250
H 2.8031 -0.8054 -2.3979
H 1.0198 2.8500 5.6528
H 1.0379 -0.1484 -4.2849

Forces on atoms 1 to 6 (eV/Å):
Ti -0.19 -0.25 0.39
S 0.07 0.18 0.27
S 0.00 0.07 -0.03
P -0.11 0.28 0.10
P 0.09 0.37 0.13
O -0.37 -0.57 -0.18

[2]
The following is a quantum chemistry calculation of a molecular structure, C33H33N6O4Ti, from the OMol25 dataset.

* expectation value of S²: 0.752
* lowest unoccupied orbital energy (alpha / beta): 0.3 / 0.2 eV
* total energy: -75006.957 eV
* multiplicity: 2
* ΔE to the lowest compared entry with this formula, charge and spin: 0.00 kcal per mole

Cartesian coordinates (Å):
Ti 0.3976 -0.4115 0.5066
O -1.2741 -0.8791 -0.1934
O -0.1134 3.2183 2.5344
O 1.7994 -0.5935 1.9007
O 1.5843 3.1087 -0.2930
N -0.5381 0.4533 -2.5317
N -1.9148 2.6908 -0.4871
N 2.2947 -0.3772 -1.1158
N 0.2259 1.6565 0.8666
N -0.7202 -0.2534 2.4141
N 0.8108 -2.5808 0.3789
C -1.6300 -1.1224 4.4318
C -4.8732 -1.1671 -0.3233
C -0.1410 2.0796 2.0933
C 3.4564 -0.0133 -0.2634
C -1.5368 0.1303 5.0204
C -1.0437 1.1903 4.2774
C -0.7257 3.1883 -0.8101
C -0.5338 4.1393 -1.8051
C 0.5015 -3.1987 -0.9026
C -3.5710 -1.2295 0.1381
C -2.8800 4.0386 -2.2098
C 1.9324 -1.4894 2.8419
C 2.4913 -2.0267 5.1354
C -1.7566 0.2692 -2.8208
C 0.4804 2.6773 -0.0487
C -1.6372 4.5675 -2.5246
C 2.5322 -1.7570 -1.6140
C 1.6817 -2.8589 2.6188
C 1.2640 -3.3290 1.3108
C -4.1034 -0.2270 -2.3757
C -2.9664 3.1146 -1.1760
C -1.2068 -1.2699 3.1214
C -5.1538 -0.6674 -1.5919
C 2.3465 -1.0971 4.1312
C 2.4155 0.5998 -2.2524
C 1.8672 -3.7889 3.6504
C 1.2800 -2.5156 -2.0518
C 2.2548 -3.3890 4.9083
C 1.6697 0.4047 -3.5656
C -2.5056 -0.7837 -0.6523
C -2.7824 -0.2635 -1.9269
C -0.6531 0.9524 2.9727
C 0.2871 1.0272 -3.5721
H 2.7992 -1.6941 6.1194
H -0.9545 2.1963 4.6619
H -4.2949 0.1715 -3.3664
H 3.0322 -2.3145 -0.8202
H -3.3467 -1.6149 1.1242
H -1.2489 -2.2275 2.6154
H 3.3212 1.0029 0.1063
H -3.9254 2.6900 -0.8972
H -5.6803 -1.5133 0.3105
H 2.2616 0.9272 -4.3227
H 1.3531 -4.4038 1.1240
H 1.6440 -0.6380 -3.8834
H -2.0128 -1.9741 4.9758
H 4.3798 -0.0653 -0.8527
H 0.7176 -4.2719 -0.8658
H -0.1790 0.9379 -4.5634
H -2.1298 0.5414 -3.8203
H -0.5685 -3.0789 -1.0782
H 2.1851 1.5856 -1.8521
H -1.5290 5.3023 -3.3121
H 2.3817 -4.1115 5.7020
H 3.4848 0.6128 -2.5000
H 3.2455 -1.7037 -2.4468
H -6.1709 -0.6244 -1.9559
H 2.5336 -0.0449 4.3025
H 0.6091 -1.8534 -2.5935
H 0.4006 2.0964 -3.3612
H -3.7722 4.3402 -2.7422
H 3.5257 -0.6881 0.5806
H 1.5998 -3.2948 -2.7478
H 0.4616 4.5151 -1.9938
H 1.6857 -4.8381 3.4421
H -1.8488 0.2760 6.0464

Forces on atoms 1 to 6 (eV/Å):
Ti 0.26 0.29 0.09
O -0.21 -0.09 -0.45
O -0.08 0.11 -0.10
O 0.00 -0.06 0.02
O -0.02 -0.10 -0.14
N 0.07 0.03 0.07